{"formula": "C4H9N3O2", "method": "ωB97M-V/def2-TZVPD", "species": ["C", "C", "N", "N", "C", "C", "O", "N", "O", "H", "H", "H", "H", "H", "H", "H", "H", "H"], "coordinates": [[0.88475, 0.25329, -1.40435], [-1.80193, 0.59606, 1.09687], [1.15468, -0.27510, 0.77178], [-0.87722, 0.71244, -0.02372], [1.22966, 1.19817, -0.30000], [-0.05757, -0.51260, -0.42206], [1.97828, -1.40182, 0.65946], [-0.50422, -1.74550, -0.45681], [1.58879, 2.27028, -0.00412], [1.31584, -2.08229, 0.35553], [0.83095, -0.19837, 1.73319], [-1.25835, 1.23088, -0.80564], [-0.50456, -2.14464, -1.38813], [1.74647, -0.34004, -1.70664], [0.41084, 0.75201, -2.24954], [-2.14567, -0.43979, 1.17154], [-2.67003, 1.23564, 0.94100], [-1.32072, 0.89139, 2.03164]], "max_force_ha_per_bohr": 0.02487, "e_lumo_ev": 0.70, "spin_multiplicity": 1, "homo_ev": -8.324, "charge": 0, "homo_lumo_gap_ev": 9.021, "relative_energy_kcal_mol": 127.17}

---

{"formula": "C4H9N3O2", "method": "ωB97M-V/def2-TZVPD", "species": ["C", "C", "N", "C", "C", "N", "O", "N", "O", "H", "H", "H", "H", "H", "H", "H", "H", "H"], "coordinates": [[0.52143, 0.45381, -0.24931], [1.81575, 0.40466, -1.05187], [-0.86131, -0.23401, 1.64514], [-0.74885, 0.00632, -1.00707], [0.48928, -0.39323, 0.99137], [-1.57437, 0.96362, 1.77159], [-0.55815, -1.19422, -1.63932], [1.15008, -1.45548, 1.23506], [-1.60593, 0.77079, -1.43720], [-1.24161, -1.20564, -2.33792], [-1.19064, -1.08499, 2.10274], [0.34803, 1.49477, 0.04843], [-2.06929, 1.22964, 0.91292], [-2.40458, 0.96785, 2.37025], [1.47417, -1.98986, 0.42523], [1.96548, 1.38000, -1.52835], [2.68880, 0.24022, -0.41316], [1.80171, -0.35425, -1.83852]], "max_force_ha_per_bohr": 0.07621, "e_lumo_ev": 0.61, "spin_multiplicity": 1, "homo_ev": -8.566, "charge": 0, "smiles": "[H]/N=C(/NN)[C@@H](C)C(=O)O", "homo_lumo_gap_ev": 9.179, "relative_energy_kcal_mol": 64.27}

---

{"formula": "C4H9N4", "method": "ωB97M-V/def2-TZVPD", "species": ["C", "C", "C", "C", "N", "N", "N", "N", "H", "H", "H", "H", "H", "H", "H", "H", "H"], "coordinates": [[-0.27013, -1.16615, 1.16510], [1.27135, -1.09081, 0.86286], [-0.76522, -0.08942, 0.00875], [1.41512, 0.30911, 0.44982], [-2.63286, 1.54521, -1.58837], [0.41865, 1.18324, -1.59031], [-2.61335, 2.24388, -2.41254], [0.32126, 0.57723, -0.49408], [-0.65217, -2.13668, 0.75737], [-0.53842, -0.63213, 2.03395], [1.96046, -1.37478, 1.69478], [1.48860, -1.94375, 0.26346], [-1.21957, -0.62440, -0.85574], [-1.53858, 0.60520, 0.46262], [1.36852, 0.88294, 1.36283], [2.29270, 0.64914, -0.08448], [-0.30638, 1.06216, -2.03601]], "max_force_ha_per_bohr": 0.26192, "e_lumo_ev": -6.20, "spin_multiplicity": 1, "homo_ev": -16.324, "charge": 1, "homo_lumo_gap_ev": 10.128, "relative_energy_kcal_mol": 75.74}

---

{"formula": "C4H9N4", "method": "ωB97M-V/def2-TZVPD", "species": ["C", "C", "C", "C", "N", "N", "N", "N", "H", "H", "H", "H", "H", "H", "H", "H", "H"], "coordinates": [[-0.91257, -1.33174, 0.46465], [-1.62504, -0.24684, -0.03070], [0.39177, 0.89651, 0.44735], [2.37539, -0.47598, -0.58876], [0.39092, -1.46678, 0.14429], [1.10819, -0.37653, 0.03679], [-0.95493, 0.86468, -0.27564], [-2.95470, -0.33985, -0.30446], [-1.43810, -2.16085, 0.69524], [0.04311, 0.84881, 1.54145], [0.92093, 1.79914, 0.07645], [2.23573, -1.04918, -1.48011], [2.54928, 0.47456, -0.98019], [3.27548, -0.88359, -0.01418], [-1.10397, 1.44926, -1.03881], [-3.29360, -1.22946, -0.35008], [-3.28925, 0.20484, -1.03912]], "max_force_ha_per_bohr": 0.06967, "e_lumo_ev": -4.55, "spin_multiplicity": 1, "homo_ev": -13.471, "charge": 1, "smiles": "CN1CNC(=[NH2+])C=N1", "homo_lumo_gap_ev": 8.916, "relative_energy_kcal_mol": 42.94}